# 1
Here is C18H20Cl3MnN4O5S as an isolated structure from the OMol25 dataset. Energies are from the ωB97M-V functional and the def2-TZVPD basis.

net charge = -1
maximum force = 0.38 eV/A
gap between HOMO and LUMO (spin up / spin down) = 7.336 / 7.521 eV
2S+1 = 6
energy relative to the best compared isomer or geometry (same formula, charge and spin) = 13.23 kcal/mol

Cartesian coordinates (Å):
1 Mn 1.45377 0.75294 0.28327
2 N 2.16320 1.91670 -1.68975
3 C 1.23783 3.01693 -1.97373
4 C 0.32220 3.34955 -0.76318
5 O -0.37837 4.35115 -0.86003
6 O 0.36522 2.51830 0.20451
7 H 3.09411 2.25017 -1.47683
8 H 2.23874 1.24615 -2.44183
9 H 0.57624 2.74398 -2.79615
10 H 1.74414 3.93515 -2.27075
11 Cl 8.77821 -0.77861 0.38219
12 C 7.05721 -0.69298 0.14720
13 C 6.33063 0.31308 0.75514
14 C 4.96340 0.36735 0.55815
15 Cl 4.06202 1.65245 1.32118
16 C 4.24225 -0.56226 -0.23304
17 O 2.97749 -0.52236 -0.41848
18 C 5.06330 -1.55435 -0.83100
19 Cl 4.28146 -2.72124 -1.84859
20 C 6.42933 -1.63448 -0.65380
21 H 6.81761 1.05045 1.37804
22 H 6.99497 -2.41928 -1.13493
23 S 0.55571 0.42814 2.81354
24 C -5.97240 0.84124 0.42333
25 C -5.49762 -0.48765 0.99916
26 N -4.07310 -0.72525 0.76749
27 C -3.20001 -0.63391 1.93947
28 C -3.10680 0.77438 2.50638
29 C -3.73504 -1.14752 -0.47601
30 O -4.58241 -1.35708 -1.33954
31 C -2.28806 -1.30654 -0.83786
32 C -1.90908 -2.39725 -1.60803
33 C -0.58656 -2.52299 -1.99440
34 C 0.31877 -1.55131 -1.61092
35 N -0.04739 -0.48029 -0.90523
36 C -1.32029 -0.35879 -0.53353
37 H -7.03688 0.98221 0.62325
38 H -5.82107 0.85295 -0.65493
39 H -5.42317 1.67503 0.86185
40 H -6.06153 -1.30300 0.54624
41 H -5.66133 -0.52072 2.07623
42 H -2.20821 -0.99979 1.69225
43 H -3.59703 -1.31246 2.70126
44 H -2.71651 1.47379 1.76408
45 H -2.41795 0.78116 3.35081
46 H -4.08215 1.13279 2.84360
47 H -2.65521 -3.12839 -1.89241
48 H -0.24958 -3.37168 -2.57450
49 H 1.37764 -1.63249 -1.83095
50 H -1.55652 0.54042 0.02570
51 O 1.55092 -1.89172 2.66688
52 N 1.18791 -0.93206 2.01920

***

# 2
Here is an isolated ion of composition C3H8N3O and charge +1 at a distorted geometry from the OMol25 dataset. Energies are from the ωB97M-V functional and the def2-TZVPD basis.

net charge = +1
maximum force = 4.03 eV/A
gap between HOMO and LUMO (spin up / spin down) = 11.629 / 6.107 eV
2S+1 = 3
energy relative to the best compared isomer or geometry (same formula, charge and spin) = 58.54 kcal/mol

Cartesian coordinates (Å):
1 C -2.19894 0.48187 -0.17061
2 C -0.49851 -1.18734 0.32635
3 C 2.71348 0.40125 -0.21909
4 N -1.38821 1.39452 0.19509
5 N -1.82585 -0.81983 -0.10728
6 N 0.51099 -0.38908 -0.28986
7 O 1.55221 -0.11443 0.42596
8 H -3.30336 0.74869 -0.18101
9 H -0.45737 -0.96380 1.39298
10 H -0.09653 -2.20879 0.16214
11 H 2.35904 1.00579 -1.03787
12 H 3.46713 -0.25810 -0.60471
13 H 3.09071 0.91819 0.66343
14 H -2.15114 -1.29090 -0.97425
15 H -1.77366 2.28196 0.41875

***

# 3
Here is a 9-piece molecular cluster, C30H84N6O9 overall at a distorted geometry from the OMol25 dataset. Energies are from the ωB97M-V functional and the def2-TZVPD basis.

SMILES = COC[C@H](C)N.COC[C@H](C)N.COC[C@H](C)N.COC[C@H](C)N.COC[C@H](C)N.COC[C@H](C)N.CCO.CCO.CCO
maximum force = 1.99 eV/A
gap between HOMO and LUMO = 8.974 eV
energy relative to the best compared isomer or geometry (same formula, charge and spin) = 26.09 kcal/mol

Cartesian coordinates (Å):
1 C -2.72485 7.16122 0.38181
2 O -2.66711 5.76686 0.28164
3 C -2.03200 5.37701 -0.93445
4 C -2.21551 3.89225 -1.14293
5 C -1.24004 3.24507 -2.11288
6 N -3.59394 3.62553 -1.56252
7 H -3.14318 7.59284 -0.53707
8 H -1.75249 7.64344 0.52346
9 H -3.39020 7.49163 1.17688
10 H -2.48920 5.94501 -1.75299
11 H -0.96760 5.62687 -0.84676
12 H -2.01078 3.44128 -0.15794
13 H -0.18766 3.35053 -1.84148
14 H -1.37042 3.70225 -3.09743
15 H -1.45929 2.17831 -2.11594
16 H -3.77838 2.63390 -1.53101
17 H -4.18687 4.05958 -0.86177
18 C 2.83504 2.94310 -4.14018
19 O 1.87152 2.73939 -5.12338
20 C 1.93506 1.44484 -5.73252
21 C 1.33381 0.38888 -4.80604
22 C 1.02329 -0.90562 -5.57727
23 N 0.06096 0.84204 -4.21513
24 H 2.82941 3.97531 -3.77466
25 H 3.88256 2.81321 -4.44908
26 H 2.66680 2.32709 -3.24339
27 H 1.36506 1.58410 -6.65327
28 H 2.94920 1.18381 -6.05291
29 H 2.04918 0.15356 -4.01454
30 H 1.94689 -1.34910 -5.95438
31 H 0.34607 -0.88608 -6.43310
32 H 0.57530 -1.57457 -4.84009
33 H 0.14559 1.85687 -4.17049
34 H -0.69974 0.59064 -4.83263
35 C -1.26582 -1.99918 2.71664
36 O -1.74633 -0.86332 3.42758
37 C -2.99873 -1.13159 4.06290
38 C -3.25649 -0.05306 5.07693
39 C -2.31823 -0.09934 6.29448
40 N -4.65498 -0.12546 5.52087
41 H -0.83041 -2.76597 3.35610
42 H -0.49304 -1.58315 2.06292
43 H -2.01253 -2.37374 2.01325
44 H -3.77692 -1.17601 3.29621
45 H -2.99259 -2.12551 4.53406
46 H -3.20436 0.87146 4.49160
47 H -2.74514 -0.87387 6.93697
48 H -2.30043 0.82852 6.86281
49 H -1.29140 -0.40093 6.07394
50 H -4.85698 0.60249 6.19659
51 H -4.81842 -0.98469 6.04022
52 C 1.68144 -4.06026 0.21560
53 O 1.49109 -5.39242 0.56575
54 C 2.05460 -5.79921 1.76741
55 C 1.77889 -7.28738 1.96506
56 C 0.27371 -7.48534 2.17644
57 N 2.50985 -7.85874 3.10541
58 H 2.72220 -3.81321 -0.04358
59 H 1.44992 -3.29403 0.96405
60 H 1.13188 -3.83929 -0.69671
61 H 3.13239 -5.58544 1.81760
62 H 1.61603 -5.29269 2.64656
63 H 2.04852 -7.75568 1.01403
64 H -0.10456 -6.89532 3.02040
65 H 0.05328 -8.51443 2.47287
66 H -0.37798 -7.23107 1.33712
67 H 2.14868 -8.79158 3.23702
68 H 2.31523 -7.28758 3.91945
69 C 2.20273 3.84509 0.51472
70 O 1.98293 3.38531 1.82275
71 C 0.59700 3.15747 2.08710
72 C 0.47355 2.40433 3.40485
73 C 1.25796 1.12602 3.49555
74 N -0.95887 2.13727 3.60771
75 H 3.26418 4.07337 0.42729
76 H 1.63753 4.76212 0.29795
77 H 1.90205 3.08703 -0.21883
78 H 0.13388 4.14864 2.12099
79 H 0.09992 2.63631 1.25758
80 H 0.86128 3.13791 4.11944
81 H 2.32013 1.14150 3.22985
82 H 0.86577 0.32556 2.85946
83 H 1.23787 0.69917 4.50380
84 H -1.41760 1.94221 2.71732
85 H -1.03111 1.22884 4.05681
86 C -6.33164 2.67179 0.73155
87 O -5.46846 1.70028 0.22028
88 C -4.27037 1.57817 0.95973
89 C -3.28773 0.68995 0.18104
90 C -3.86243 -0.74016 0.10159
91 N -1.97637 0.72915 0.80166
92 H -5.98311 3.69799 0.56476
93 H -6.60907 2.52124 1.77913
94 H -7.27805 2.63324 0.18512
95 H -3.86072 2.58581 1.10108
96 H -4.42782 1.14111 1.95587
97 H -3.14893 1.09758 -0.81744
98 H -3.33118 -1.34049 -0.64416
99 H -4.90867 -0.76411 -0.21213
100 H -3.78400 -1.30693 1.02951
101 H -1.98561 0.16196 1.64959
102 H -1.24273 0.39241 0.18048
103 C 1.92826 -0.14087 -0.05543
104 C 1.01339 -0.80680 -1.07319
105 O -0.04467 0.09516 -1.42746
106 H 2.37343 0.75839 -0.48043
107 H 2.62925 -0.88996 0.31586
108 H 1.32992 0.23484 0.77488
109 H 0.50896 -1.66163 -0.60459
110 H 1.49919 -1.17272 -1.98156
111 H -0.04022 0.15771 -2.40314
112 C 5.08457 0.39892 -1.85843
113 C 6.19924 -0.65563 -1.99717
114 O 5.65145 -1.95443 -1.82357
115 H 5.60040 1.36007 -1.80545
116 H 4.61573 0.28612 -0.88270
117 H 4.44619 0.27992 -2.72810
118 H 7.07446 -0.39705 -1.38867
119 H 6.57638 -0.55812 -3.02952
120 H 6.43164 -2.52423 -1.85707
121 C 3.49046 -3.05640 -3.82730
122 C 2.62391 -4.30440 -3.88436
123 O 1.24033 -3.94301 -3.77758
124 H 3.31836 -2.34363 -3.02585
125 H 3.38109 -2.50766 -4.76839
126 H 4.54065 -3.35093 -3.79534
127 H 2.86681 -4.85480 -2.96615
128 H 2.89120 -4.90971 -4.75231
129 H 0.82848 -4.65038 -3.27305

***

# 4
Here is a 2-piece molecular cluster, C2H8N4 overall at a distorted geometry from the OMol25 dataset. Energies are from the ωB97M-V functional and the def2-TZVPD basis.

net charge = +2
maximum force = 10.45 eV/A
gap between HOMO and LUMO (spin up / spin down) = 7.230 / 10.979 eV
2S+1 = 3
energy relative to the best compared isomer or geometry (same formula, charge and spin) = 7.60 kcal/mol

Cartesian coordinates (Å):
1 C -0.33713 -2.05870 0.87496
2 C -2.23675 -3.52545 1.48485
3 N -1.24042 -2.81844 1.15015
4 N -0.59037 -0.72898 0.08777
5 N 0.16355 0.14310 -0.17105
6 N 1.61011 2.87992 -0.85828
7 H 0.66501 -2.37772 1.16619
8 H -2.66199 -4.38674 0.99615
9 H -2.86371 -3.21368 2.41774
10 H -1.59617 -0.57056 -0.19378
11 H 2.46442 3.15642 -0.29456
12 H 1.86195 1.88636 -1.19279
13 H 1.64199 3.58691 -1.63025
14 H 0.67093 2.58085 -0.36276

***

- Look up the energy relative to the best compared isomer or geometry (same formula, charge and spin) of the fourth one.
  7.60 kcal/mol